1.
DFT (ωB97M-V/def2-TZVPD) results for a molecular structure, C6H14BBeCl14 in a non-equilibrium geometry.

As for the charge: +1. The LUMO energy comes out at -7.42 eV. The calculation puts the electronic energy at -182818.9901 eV.

Last column: Mulliken charge in e.
Positions of all 36 atoms, in Å:
Be 2.28373 1.10087 -0.33732  0.742
B 0.78094 -0.05897 -0.47992  -3.433
H -0.07335 -0.70908 -0.58852  0.278
H 0.75310 0.34237 0.52127  0.841
H 1.68095 -0.65350 -0.50736  0.558
H 0.67972 0.67643 -1.26298  0.603
C 0.60641 -2.55285 -1.70575  2.609
Cl -0.22662 -3.38468 -0.36551  -0.017
Cl -0.36914 -2.93928 -3.14661  -0.140
Cl 2.33884 -2.96058 -1.81187  -0.099
H 0.68800 -1.47969 -1.53321  -2.347
C 0.92404 -1.67685 1.77097  2.797
Cl -0.06639 -3.05429 2.38709  -0.056
Cl 2.48279 -2.10221 1.01225  -0.031
Cl 1.13814 -0.48110 3.06647  -0.128
H 0.45505 -1.16252 0.93216  -2.904
C -0.91477 2.62943 -0.80862  1.687
Cl -2.03501 3.08220 0.57324  -0.084
Cl 0.73129 3.15650 -0.59944  -0.026
H -0.76532 1.55093 -0.85964  -1.433
H -1.36946 3.04790 -1.70652  0.463
C -0.69787 -0.23354 -2.82741  1.020
Cl 1.02562 -0.31208 -3.25075  -0.061
Cl -1.47296 0.66295 -4.24075  -0.182
H -0.97445 -1.28387 -2.73561  0.364
H -0.87902 0.28263 -1.88461  -0.566
C 0.55548 2.46052 2.69306  -0.602
Cl -0.10338 1.16400 1.65916  0.168
Cl 2.07196 3.12797 1.98166  -0.153
H -0.04682 3.36897 2.68732  0.348
H 0.71892 2.27171 3.75407  0.469
C -1.85024 -0.81268 1.47990  0.986
Cl -3.12813 -2.04947 1.39783  -0.108
Cl -2.50264 0.66763 2.18228  -0.141
H -0.97504 -1.08019 2.07197  -0.076
H -1.46438 -0.60557 0.48173  -0.346

Cartesian forces, eV/Å:
Be -4.3 -1.2 0.1
B 2.1 2.0 -0.3
H -2.3 -1.3 0.3
H 1.8 1.0 1.1
H 4.2 -1.7 -0.9
H 0.8 3.0 -2.0
C 0.1 -2.0 -0.3
Cl 0.5 0.4 -1.3
Cl 1.1 -2.5 -0.4
Cl -0.5 -0.7 -1.0
H -0.7 -1.9 -0.5
C 0.7 -0.7 0.7
Cl 1.5 0.4 0.9
Cl 0.1 -0.6 1.9
Cl 2.1 -2.8 2.1
H -0.4 -1.0 1.1
C -1.7 -0.2 0.6
Cl 0.9 0.8 -1.9
Cl 1.0 1.1 -0.6
H -0.9 0.5 0.2
H 0.4 0.0 0.1
C -0.6 1.7 -1.7
Cl 0.4 1.1 -1.5
Cl 0.1 -0.9 1.4
H -1.0 1.4 -0.4
H -0.2 0.1 -1.2
C -0.7 0.8 -0.3
Cl 0.3 6.5 2.7
Cl 1.2 -0.7 0.5
H -0.6 -0.5 -0.4
H 0.2 -0.9 -0.3
C -0.8 0.0 0.1
Cl 0.8 0.3 0.0
Cl -3.4 -1.2 1.1
H -1.6 -0.2 0.2
H -0.8 0.0 0.0



2.
DFT (ωB97M-V/def2-TZVPD) results for a molecular structure, C6H14BF2GeN3O2RhS in a non-equilibrium geometry.

As for the charge: -1. The LUMO energy (alpha / beta) comes out at 2.04 / 2.07 eV. The calculation puts the electronic energy at -91488.4626 eV.

Last column: Mulliken charge in e.
Positions of all 31 atoms, in Å:
Rh 0.45698 -1.72658 -0.51715  0.705
N -1.42700 -0.90418 -2.22042  -0.236
N -2.43180 -1.88516 -2.16458  -0.309
C -2.27962 -3.00735 -1.30118  0.622
O -3.29075 -3.66216 -1.10265  -0.699
O -1.11455 -3.22978 -0.87308  -0.793
H -1.70855 -0.00962 -1.82158  0.166
H -1.09770 -0.77559 -3.17661  0.246
H -3.39777 -1.57628 -2.23476  0.236
F 2.74755 -3.81781 0.53714  -0.245
B 1.87200 -2.83646 0.83608  0.361
F 2.06556 -2.53457 2.14183  -0.258
C -0.22299 2.35766 -0.63632  -1.200
Ge 0.11503 1.37931 1.07029  0.661
C -0.63122 2.56902 2.53184  -1.204
C 2.05412 1.17619 1.43406  -1.026
C -0.68348 -0.39180 0.99963  -0.942
H 0.28526 3.31635 -0.65026  0.347
H -1.28591 2.54000 -0.77356  0.370
H 0.13874 1.77313 -1.47496  0.291
H -0.14681 3.54310 2.51222  0.343
H -0.45986 2.12210 3.50747  0.354
H -1.70123 2.71622 2.40510  0.354
H 2.60865 2.10067 1.30441  0.328
H 2.46241 0.42719 0.75996  0.208
H 2.20794 0.81901 2.44846  0.349
H -1.73491 -0.41343 0.71644  0.368
H -0.54710 -0.94046 1.93151  0.447
S 3.32070 1.38021 -2.28512  -0.441
C 2.30084 0.18513 -2.02861  0.252
N 1.52547 -0.69405 -1.87558  -0.654

Cartesian forces, eV/Å:
Rh -2.1 -1.1 0.8
N 0.3 -0.1 0.4
N -0.3 0.3 -0.1
C -0.5 0.7 -0.1
O -0.4 -0.3 0.0
O 1.5 0.0 1.2
H 0.0 -0.3 -0.1
H 0.0 0.0 0.4
H 0.4 -0.1 0.0
F -0.7 0.1 -0.9
B -0.3 1.4 -0.2
F -0.7 0.4 -0.3
C 0.1 -0.4 0.5
Ge 0.4 0.7 0.0
C 0.2 -0.6 -0.5
C -0.5 0.0 -0.2
C 1.4 -1.3 -0.9
H 0.1 0.1 0.1
H -0.2 0.0 0.1
H 0.1 -0.1 -0.2
H 0.1 0.1 -0.1
H 0.0 -0.1 0.1
H -0.1 0.0 0.0
H 0.0 0.2 -0.1
H 0.0 0.0 -0.1
H -0.1 0.0 0.2
H 0.0 -0.2 -0.2
H 0.0 0.0 0.0
S 0.4 0.5 -0.1
C -0.4 -0.5 0.0
N 1.1 0.6 0.5



3.
DFT (ωB97M-V/def2-TZVPD) results for a single C6H14BN molecule in a non-equilibrium geometry.

As for the SMILES: CN1BCC(C)(C)C1. The LUMO energy comes out at 0.82 eV. The calculation puts the electronic energy at -8614.7516 eV.

Last column: Mulliken charge in e.
Positions of all 22 atoms, in Å:
C -1.66244 -2.10734 0.59985  -0.831
N -0.49710 -1.42032 0.02121  0.095
B -0.24344 -1.13171 -1.27408  0.101
C 0.85801 0.00203 -1.31546  -1.186
C 0.50250 0.76387 0.00372  1.813
C 1.55401 1.70713 0.50837  -1.788
C -0.82704 1.47810 -0.12936  -1.507
C 0.22647 -0.54715 0.89011  -0.995
H -1.30493 -2.78210 1.31759  0.341
H -2.15208 -1.30120 1.16446  0.279
H -2.24276 -2.49204 -0.27546  0.277
H -0.68635 -1.72165 -2.31729  -0.125
H 1.93874 -0.57569 -1.13819  0.219
H 1.20676 0.48277 -2.17600  0.497
H 1.26623 2.26728 1.45916  0.348
H 1.86978 2.49480 -0.36007  0.322
H 2.52689 1.21707 0.60117  0.433
H -1.40160 1.22684 0.68960  0.347
H -1.35892 1.10892 -1.05147  0.276
H -0.67895 2.59381 -0.17800  0.406
H 1.35364 -0.83884 1.11093  0.266
H -0.24739 -0.42458 1.84922  0.412

Cartesian forces, eV/Å:
C 0.5 1.9 -1.6
N -1.1 -0.6 1.2
B 0.8 -0.6 -3.8
C 2.5 -2.1 2.2
C -0.2 -1.3 -0.1
C 1.4 2.1 -1.1
C 0.5 1.2 -2.8
C 3.9 1.4 -0.1
H 0.1 -1.6 0.8
H -0.7 -0.5 -0.3
H 0.2 0.0 1.3
H 0.2 0.6 1.5
H -2.4 0.9 0.2
H -0.5 1.5 -1.4
H 0.4 -0.7 -1.3
H -1.3 -1.5 2.0
H -0.1 -0.3 0.6
H -1.5 -0.1 1.8
H 0.3 0.7 0.9
H -0.4 -1.1 -0.1
H -2.1 -0.4 -0.2
H -0.4 0.4 0.3



4.
DFT (ωB97M-V/def2-TZVPD) results for a single C6H14BNO molecule in a non-equilibrium geometry.

The LUMO energy comes out at 0.67 eV. The calculation puts the electronic energy at -10662.4229 eV.

Last column: Mulliken charge in e.
Positions of all 23 atoms, in Å:
B -1.74073 -0.22169 -0.18713  0.229
C 0.35624 0.84815 -0.52866  0.128
C 0.92113 -0.51944 -0.12454  1.402
C -3.34825 0.18965 -0.04181  -0.831
C 1.08254 2.00470 0.24358  -1.505
C 1.76423 -1.21783 -1.18857  -1.476
C 1.18388 -0.81372 1.28940  -1.882
N -1.05164 -1.35395 -0.12684  -0.349
O -1.02675 0.97706 -0.22758  -0.535
H 0.52084 1.00195 -1.68439  0.277
H -4.00868 0.22774 -0.92772  0.284
H -3.25263 1.26165 0.24627  0.196
H -3.82886 -0.52036 0.75098  0.204
H 2.14192 1.92838 0.29138  0.373
H 0.66872 2.06038 1.24666  0.359
H 0.81259 2.91743 -0.20517  0.415
H 1.15672 -1.89205 -1.70513  0.404
H 2.67816 -1.67474 -0.75344  0.338
H 2.03320 -0.51826 -1.89835  0.402
H 2.15140 -0.37116 1.60093  0.406
H 1.47776 -1.83593 1.50267  0.450
H 0.48142 -0.38062 1.86942  0.499
H -1.17321 -2.09735 0.55803  0.215

Cartesian forces, eV/Å:
B -3.2 3.1 0.2
C 0.7 0.8 -0.6
C -3.2 -1.6 -1.1
C 0.5 -1.0 1.0
C -1.3 -1.3 0.0
C 0.3 0.1 2.8
C 3.9 -0.3 -1.0
N 4.1 -1.9 0.0
O 1.2 0.4 -0.9
H -0.3 -0.4 2.1
H 0.6 -0.5 0.2
H -0.5 -0.8 0.5
H 0.6 1.6 -1.2
H 0.9 -0.2 -0.1
H 0.1 -0.3 0.2
H -0.2 1.2 -0.7
H -0.8 -1.5 -0.6
H -0.7 0.0 -0.3
H 0.9 1.6 -1.5
H -0.1 0.5 -0.3
H -1.0 -0.5 -0.1
H -2.4 0.9 2.2
H 0.1 0.1 -0.6



5.
DFT (ωB97M-V/def2-TZVPD) results for a molecular structure, C6H14BrCuN2O2 in a non-equilibrium geometry.

The LUMO energy comes out at -2.42 eV. The calculation puts the electronic energy at -128205.0895 eV.

Last column: Mulliken charge in e.
Positions of all 26 atoms, in Å:
Cu -0.54657 2.19449 2.09655  0.598
Br 0.87714 1.71526 -0.20615  -0.647
C -2.64221 0.09320 -1.36915  0.692
O -2.85149 -1.07690 -1.16412  -0.640
N -3.35597 0.77031 -2.26941  0.018
C -2.91742 2.14958 -2.66038  -0.802
C -4.48005 0.26258 -3.05966  -0.978
H -1.81864 0.72210 -0.99711  -0.082
H -2.68615 2.17847 -3.72516  0.309
H -2.09827 2.56912 -2.07635  0.234
H -3.72818 2.86967 -2.54968  0.310
H -4.66837 -0.78442 -2.82211  0.316
H -5.35193 0.88763 -2.86670  0.305
H -4.15631 0.14287 -4.09357  0.344
C 3.51675 0.24110 2.69727  0.298
O 4.52800 0.72573 3.27663  -0.633
N 3.32905 -1.07817 2.40141  0.130
C 2.19155 -1.52699 1.67950  -0.602
C 4.38469 -2.05974 2.68613  -0.943
H 2.72376 0.89346 2.30004  0.173
H 1.69063 -0.65560 1.25776  0.044
H 1.54061 -2.08427 2.35316  0.275
H 2.46535 -2.12860 0.81279  0.310
H 4.92021 -2.22701 1.75161  0.336
H 5.07624 -1.76800 3.47655  0.298
H 4.05762 -3.02595 3.07027  0.337

Cartesian forces, eV/Å:
Cu 1.1 -0.4 -1.8
Br -1.2 0.4 1.8
C 0.0 -0.3 -1.1
O 0.3 -0.9 1.1
N -0.1 2.9 -1.2
C -0.9 -0.5 0.0
C 1.0 -0.9 0.6
H 0.1 -0.4 0.5
H 0.3 -0.2 0.0
H 0.2 -0.6 0.0
H -0.3 -0.1 0.2
H -0.2 0.2 0.7
H 0.0 -0.1 -0.5
H -0.3 0.8 -0.3
C 2.7 0.5 0.8
O -2.6 -1.4 -1.3
N 1.5 0.5 1.3
C -0.6 0.2 -0.4
C 0.2 0.1 0.1
H -0.1 -0.1 0.1
H -0.3 -0.1 0.2
H -0.3 -0.2 -0.3
H 0.1 -0.2 0.1
H 0.3 -0.2 0.1
H -0.1 0.8 -0.4
H -0.9 0.0 -0.4